[1]
Entry from OMol25: 2 unconnected molecules or ions with the total composition C4H11N3O2 at a distorted geometry (ωB97M-V/def2-TZVPD).

CARTESIAN COORDINATES (ANGSTROEM)
O (-1.94, 1.21, 2.07)
O (1.06, 0.60, -1.31)
N (-0.79, -0.78, -1.10)
N (-0.71, 2.27, 0.50)
N (0.12, 0.34, 1.42)
C (1.07, -1.47, -2.43)
C (-0.97, 1.22, 1.33)
C (0.13, -0.76, 2.35)
C (0.50, -0.63, -1.56)
H (-1.29, 0.08, -0.92)
H (2.04, -1.28, -2.87)
H (-0.10, 2.12, -0.29)
H (0.56, -2.37, -2.76)
H (0.87, 0.41, 0.75)
H (-1.35, -1.46, -1.59)
H (-0.89, -1.05, 2.62)
H (0.63, -1.61, 1.88)
H (1.90, 0.65, -1.80)
H (-1.45, 2.95, 0.43)
H (0.64, -0.44, 3.27)

- Total charge: 0
- SMILES: CNC(N)=O.C=C(N)O
- F_max: 0.04830 Eh/bohr
- LUMO energy: 0.015 Eh
- HOMO-LUMO gap: 8.8 eV

[2]
Entry from OMol25: 2 unconnected molecules or ions with the total composition C4H11N3O2 at a distorted geometry (ωB97M-V/def2-TZVPD).

CARTESIAN COORDINATES (ANGSTROEM)
O (0.83, -1.56, -1.29)
O (-1.67, 1.29, 0.24)
N (-2.86, -0.41, -0.62)
N (1.47, 0.37, -0.21)
N (1.21, 1.73, 0.01)
C (-1.90, 0.09, 0.17)
C (0.61, -0.39, -1.00)
C (2.88, 0.05, -0.24)
C (-1.46, -0.92, 1.47)
H (-0.79, -0.42, 2.16)
H (3.00, -0.99, -0.54)
H (3.31, 0.21, 0.75)
H (-3.06, -1.40, -0.68)
H (-3.34, 0.20, -1.27)
H (3.41, 0.70, -0.94)
H (-0.22, 0.18, -1.46)
H (1.86, 2.25, 0.62)
H (-2.45, -1.11, 1.88)
H (0.23, 1.95, -0.12)
H (-1.06, -1.84, 1.06)

- Total charge: 0
- SMILES: CN(N)C=O.CC(N)=O
- F_max: 0.07902 Eh/bohr
- LUMO energy: 0.030 Eh
- HOMO-LUMO gap: 8.5 eV

[3]
Entry from OMol25: 2 unconnected molecules or ions with the total composition C4H11N3O2 at a distorted geometry (ωB97M-V/def2-TZVPD).

CARTESIAN COORDINATES (ANGSTROEM)
O (3.11, -1.62, -0.46)
O (2.99, 0.60, -0.67)
N (0.25, -0.58, 1.26)
N (-1.46, 0.49, 0.10)
N (-1.35, 0.65, 2.49)
C (2.68, -0.49, -1.09)
C (-2.73, 1.23, 0.13)
C (1.65, -0.85, -2.08)
C (-0.81, 0.12, 1.31)
H (0.58, -0.99, 0.43)
H (1.41, -1.98, -2.06)
H (-0.72, 0.41, 3.32)
H (0.76, -0.16, -1.95)
H (2.16, -0.88, -3.07)
H (3.96, -1.38, -0.10)
H (-2.31, 0.37, 2.61)
H (-2.82, 2.10, -0.51)
H (-3.07, 1.61, 1.07)
H (-3.42, 0.39, -0.15)
H (-0.88, 0.98, -0.59)

- Total charge: 0
- SMILES: [H]/N=C(/N)NC.CC(=O)O
- F_max: 0.05798 Eh/bohr
- LUMO energy: 0.027 Eh
- HOMO-LUMO gap: 9.6 eV

[4]
Entry from OMol25: 2 unconnected molecules or ions with the total composition C4H11N3O2 at a distorted geometry (ωB97M-V/def2-TZVPD).

CARTESIAN COORDINATES (ANGSTROEM)
O (-0.49, 1.64, 0.49)
O (-0.04, 1.70, -1.70)
N (-0.59, -1.02, 0.20)
N (0.70, -3.04, 0.24)
N (1.62, -0.95, 0.67)
C (0.47, 3.61, -0.32)
C (-1.94, -1.53, -0.06)
C (0.50, -1.69, 0.30)
C (-0.07, 2.23, -0.62)
H (1.36, -3.36, 0.93)
H (0.72, 4.05, -1.29)
H (-2.73, -1.39, 0.66)
H (-0.15, 4.34, 0.20)
H (1.56, 0.03, 0.42)
H (-0.09, -3.63, 0.07)
H (-2.32, -1.21, -1.02)
H (-1.83, -2.63, -0.08)
H (1.45, 3.60, 0.19)
H (2.49, -1.37, 0.40)
H (-0.62, 0.63, 0.34)

- Total charge: 0
- SMILES: CN=C(N)N.CC(=O)O
- F_max: 0.05006 Eh/bohr
- LUMO energy: 0.027 Eh
- HOMO-LUMO gap: 10.0 eV

[5]
Entry from OMol25: 2 unconnected molecules or ions with the total composition C4H11N3O2 at a distorted geometry (ωB97M-V/def2-TZVPD).

CARTESIAN COORDINATES (ANGSTROEM)
O (1.49, -1.35, 1.17)
O (-0.60, -1.11, 1.91)
N (1.29, 0.20, -1.34)
N (0.32, 2.05, -2.41)
N (-0.88, 0.96, -0.77)
C (0.52, -1.53, 2.06)
C (-2.15, 1.00, -1.47)
C (1.02, -2.21, 3.30)
C (0.29, 1.00, -1.54)
H (-2.92, 0.98, -0.72)
H (1.21, -0.78, 0.41)
H (0.60, -3.20, 3.45)
H (1.23, 2.31, -2.78)
H (1.95, 0.46, -2.05)
H (-0.43, 2.72, -2.55)
H (-0.87, 0.24, -0.06)
H (-2.46, 1.98, -1.88)
H (0.66, -1.63, 4.16)
H (2.09, -2.35, 3.33)
H (-2.35, 0.26, -2.23)

- Total charge: 0
- SMILES: [H]/N=C(\N)NC.CC(=O)O
- F_max: 0.04145 Eh/bohr
- LUMO energy: 0.030 Eh
- HOMO-LUMO gap: 10.0 eV

[6]
Entry from OMol25: 2 unconnected molecules or ions with the total composition C4H11N3O2 at a distorted geometry (ωB97M-V/def2-TZVPD).

CARTESIAN COORDINATES (ANGSTROEM)
O (0.06, -3.92, -0.48)
O (-0.47, -3.03, -2.36)
N (0.93, 1.52, 2.49)
N (1.48, 1.66, 0.26)
N (-0.64, 2.44, 0.90)
C (0.61, 1.91, 1.14)
C (-0.26, -2.89, -1.01)
C (-0.84, 3.29, -0.25)
C (-0.66, -1.58, -0.46)
H (1.53, 1.75, -0.73)
H (0.25, -0.95, -0.54)
H (1.40, 0.62, 2.59)
H (-1.90, 3.51, -0.27)
H (-0.69, -1.71, 0.63)
H (-0.14, 3.99, -0.65)
H (-1.51, -1.03, -0.87)
H (-0.74, 2.61, -1.16)
H (-1.17, 2.73, 1.72)
H (1.47, 2.36, 2.83)
H (-0.66, -2.23, -2.87)

- Total charge: 0
- SMILES: [H]/N=C(/N)NC.CC(=O)O
- F_max: 0.07950 Eh/bohr
- LUMO energy: 0.017 Eh
- HOMO-LUMO gap: 9.7 eV